1.
C32H34F2IMoN4O5S as an isolated structure at a distorted geometry, computed with ωB97M-V with the def2-TZVPD basis set.

```
80
Properties=species:S:1:pos:R:3:forces:R:3:mulliken_spin:R:1
Mo 0.33705 0.04604 -0.14268 -0.382 -0.756 1.483 2.1091
C -1.93765 -0.19086 4.13012 0.073 -0.041 -0.138 0.0020
C -1.17625 1.02314 3.71002 -0.084 -0.114 -0.217 0.0035
N -0.86785 1.88064 4.64972 -0.421 -0.439 0.293 0.0116
C -0.16885 2.97654 4.38772 0.525 0.534 -0.723 -0.0033
C 0.24855 3.31184 3.11752 -0.161 0.153 0.174 0.0043
C 1.15525 4.49384 2.87222 0.114 -0.282 0.315 0.0020
O 0.59495 5.47314 2.02192 -0.227 0.346 -0.197 0.0011
C -0.11855 2.45654 2.05112 -0.363 -0.548 0.504 0.0052
C 0.11225 2.85904 0.70442 -0.120 -0.158 -0.030 0.0435
N 0.07845 2.06234 -0.33088 0.107 1.255 0.584 -0.0189
C 0.26805 2.64694 -1.59528 0.127 0.564 -0.975 -0.0283
C 1.41455 3.37854 -1.89878 -0.165 -0.089 0.065 -0.0023
C 1.62605 3.84034 -3.18538 -0.046 0.082 0.053 0.0042
C 0.68365 3.60614 -4.17418 -0.084 -0.031 -0.005 0.0010
C -0.49985 2.94714 -3.87228 0.038 0.001 -0.072 0.0006
C -0.68945 2.47604 -2.58908 -0.490 -0.388 0.535 0.0029
I -2.51865 1.58074 -1.98308 0.125 0.457 -0.386 -0.0034
C -0.78995 1.22834 2.34682 0.588 1.300 0.436 0.0031
O -0.96545 0.33204 1.42512 -0.450 -0.677 -0.515 0.0317
H -1.78975 -0.35486 5.19222 0.027 0.024 0.069 -0.0002
H -3.00235 -0.02276 3.96652 -0.134 -0.072 -0.015 -0.0001
H -1.62005 -1.06336 3.56632 -0.083 -0.062 0.018 -0.0011
H 0.07055 3.59514 5.24152 0.144 0.106 0.020 0.0003
H 1.45775 4.93024 3.83082 0.007 -0.092 -0.095 0.0001
H 2.05765 4.13634 2.36592 -0.018 0.114 0.116 -0.0003
H -0.11975 5.91904 2.49072 0.038 -0.020 -0.047 -0.0003
H 0.28805 3.92134 0.53942 -0.041 -0.065 -0.096 -0.0021
H 2.13575 3.56444 -1.11678 0.115 -0.029 0.021 0.0006
H 2.52135 4.40104 -3.41038 0.066 -0.005 -0.020 0.0003
H 0.85065 3.95744 -5.17978 0.017 0.065 -0.103 0.0000
H -1.26345 2.81924 -4.62448 -0.042 -0.035 -0.030 -0.0004
N 0.91565 -2.07686 0.39232 -0.113 -0.195 0.183 -0.0325
C 2.26235 -2.19646 0.98782 0.562 0.022 0.203 0.0129
C 2.27975 -1.56386 2.37342 -0.061 0.389 -0.149 0.0008
C 1.99915 -0.05296 2.38062 0.668 -1.266 1.561 0.0045
O 2.17295 0.61844 3.36792 -0.018 -0.030 -0.268 0.0014
O 1.57705 0.43754 1.25792 0.496 0.880 -0.941 -0.0538
H 0.24665 -2.35806 1.14092 0.002 0.045 -0.311 -0.0213
H 0.84015 -2.78016 -0.34458 -0.118 0.336 0.020 0.0099
H 2.98935 -1.70026 0.33162 -0.140 -0.168 0.124 -0.0011
H 2.53745 -3.25716 1.07332 -0.030 0.243 -0.036 0.0016
H 3.24895 -1.70966 2.85062 -0.049 -0.030 0.015 0.0001
H 1.52625 -2.02806 3.01612 0.031 -0.019 0.033 -0.0009
F 5.26975 1.88794 -1.64768 -0.114 -0.086 -0.029 -0.0014
C 4.19725 1.15724 -1.97658 -0.227 -0.172 -0.213 -0.0205
C 3.19725 0.96304 -1.04548 -0.078 -0.042 0.506 0.0583
C 2.04725 0.23784 -1.35648 1.017 0.024 -0.949 -0.2320
C 1.97125 -0.32506 -2.65468 0.253 0.225 0.346 0.0112
C 3.00685 -0.10896 -3.57418 -0.134 0.119 0.218 -0.0129
F 2.93235 -0.60806 -4.82128 -0.039 -0.015 0.086 -0.0011
C 4.11775 0.64124 -3.26278 0.080 0.025 0.176 0.0379
C 0.75715 -1.07146 -2.89128 -0.274 -0.031 -0.068 0.0666
C 0.52375 -1.90106 -3.99148 -0.089 -0.032 -0.013 0.0019
C -0.68605 -2.54586 -4.13458 -0.056 0.252 0.522 0.0230
C -1.65485 -2.35746 -3.14798 0.188 -0.009 -0.186 -0.0293
C -1.35895 -1.55906 -2.07078 -0.158 0.171 0.140 -0.0091
N -0.17955 -0.91536 -1.90198 -0.308 -1.194 -2.065 -0.0388
H 3.31375 1.39074 -0.05708 0.068 0.054 -0.019 0.0051
H 4.90145 0.81184 -3.98348 0.037 -0.010 -0.084 0.0013
H 1.30015 -2.04016 -4.72328 0.045 0.088 -0.028 0.0019
H -0.87945 -3.17686 -4.98618 0.000 -0.091 -0.115 -0.0004
H -2.62615 -2.81786 -3.22418 -0.114 -0.024 0.050 -0.0001
H -2.10395 -1.39756 -1.30218 0.237 -0.002 -0.192 0.0337
C -1.52345 -5.11786 0.23302 0.007 0.072 0.048 0.0009
C -2.68715 -4.35826 0.83962 0.223 0.592 -0.292 -0.0003
S -2.19865 -2.57956 0.93722 -1.456 -0.807 0.653 0.0115
O -1.20065 -2.55986 2.04232 0.498 -0.218 0.505 0.0009
C -3.76875 -1.89686 1.59952 0.438 -0.099 -0.363 0.0011
C -4.76455 -1.72926 0.46972 -0.027 -0.030 -0.077 0.0016
H -1.74775 -6.17906 0.16542 -0.017 -0.062 -0.022 0.0001
H -0.63925 -4.99976 0.85522 0.113 -0.038 0.038 0.0000
H -1.30625 -4.74336 -0.76578 0.064 -0.052 -0.152 0.0004
H -2.89655 -4.69816 1.85052 -0.076 0.189 0.164 0.0000
H -3.57945 -4.43726 0.22592 -0.161 0.014 -0.055 0.0000
H -3.50625 -0.93096 2.02372 0.153 -0.041 0.041 0.0006
H -4.11985 -2.55496 2.39012 0.043 -0.085 0.086 0.0004
H -4.43275 -0.96206 -0.22938 -0.007 0.045 -0.053 -0.0005
H -5.73125 -1.42806 0.86302 -0.077 0.053 0.027 0.0000
H -4.91275 -2.65416 -0.08208 -0.084 -0.089 -0.084 0.0001
```
Forces are in eV/Å.

Values from the calculation:
Net charge ... +1
2S+1 ... 3
ΔE to the lowest compared entry with this formula, charge and spin ... 0.0026 eV
Lowest unoccupied orbital energy (spin up / spin down) ... -4.03 / -4.02 eV
DFT total energy ... -76155.733 eV
⟨S²⟩ ... 2.02



2.
C32H34IN11O10P2SW as an isolated structure at a distorted geometry, computed with ωB97M-V with the def2-TZVPD basis set.

```
92
Properties=species:S:1:pos:R:3:forces:R:3:mulliken_charge:R:1
W 1.81473 -0.51932 -0.91625 0.154 -3.802 0.461 0.7002
C 1.77084 3.15446 1.90047 -0.072 -0.073 -0.041 -0.7681
C 0.70131 3.16431 0.85507 0.284 0.154 0.299 0.2322
N -0.18205 4.14711 0.88939 0.518 -0.179 0.400 -0.5706
C -1.06414 4.28642 -0.08545 -0.180 -0.160 -0.501 -0.9244
C -1.11618 3.46904 -1.19485 -0.164 -0.516 0.012 0.6622
C -2.15114 3.74735 -2.25926 0.227 0.086 -0.085 -1.2687
O -3.31959 2.96228 -2.12215 -0.191 -0.249 0.017 -0.5367
C -0.26235 2.32716 -1.23548 0.503 0.982 1.996 0.3648
C -0.33780 1.38716 -2.27974 2.488 -3.077 -0.054 -0.6676
N 0.40835 0.25696 -2.25441 -1.798 3.069 -0.542 1.3142
C 0.65170 -0.58392 -3.32879 0.379 -1.631 -2.358 1.3339
C -0.04559 -0.66833 -4.53846 0.135 0.268 0.970 -0.8758
C 0.32078 -1.64368 -5.44911 -0.127 0.124 -0.251 -0.9476
C 1.35751 -2.51600 -5.18376 0.251 0.326 0.617 -0.7707
C 2.08500 -2.40506 -3.99122 0.660 -0.194 0.147 -1.0179
C 1.76685 -1.43647 -3.06419 -1.896 2.407 1.160 0.0882
I 3.23139 1.35860 -2.70957 -0.203 -0.069 -0.439 0.1677
C 0.67848 2.17618 -0.14554 -0.459 -0.155 -1.794 0.6537
O 1.56938 1.18009 -0.11352 -0.943 1.105 0.435 0.5725
H 1.59849 3.94791 2.62241 -0.126 0.028 -0.027 0.4483
H 2.73708 3.30110 1.41731 -0.039 -0.063 0.087 0.4927
H 1.79225 2.18985 2.40723 0.120 -0.068 0.056 -0.0477
H -1.75996 5.10325 0.04194 -0.114 0.130 -0.207 0.4064
H -1.71678 3.62545 -3.25979 -0.039 0.124 0.042 0.3438
H -2.48574 4.78266 -2.16448 0.117 -0.091 -0.048 0.4949
H -3.13779 2.05897 -2.40423 -0.129 0.021 0.047 0.3542
H -0.94643 1.59763 -3.15101 0.103 -0.196 -0.139 0.4649
H -0.88268 -0.01166 -4.73106 -0.079 0.010 -0.156 0.4210
H -0.21018 -1.71461 -6.38447 -0.121 -0.045 -0.104 0.4234
H 1.62567 -3.28178 -5.89325 0.012 -0.096 -0.083 0.4353
H 2.91195 -3.08589 -3.82862 0.002 0.005 0.111 0.4766
C 5.54020 -1.08662 2.66510 0.113 -0.014 -0.061 -1.7157
C 4.37496 -0.23016 2.21589 -0.448 -0.088 -0.425 1.3408
O 4.23443 0.88361 3.07067 0.278 0.475 0.393 -0.6754
P 2.76117 -1.12205 2.34224 -0.262 -0.698 0.400 0.1140
O 1.93813 -0.35537 3.45077 -0.320 0.039 0.010 -0.5285
O 2.89929 -2.53617 3.02713 -0.045 0.462 0.261 -0.6260
O 1.85055 -1.10921 1.15248 0.134 0.319 -0.174 -0.2428
P 4.51725 0.47577 0.50681 1.307 0.660 0.465 0.6026
O 6.05304 0.23721 0.14750 -0.483 -0.588 0.181 -0.6294
O 4.18237 1.90632 0.60525 0.105 0.166 0.171 -0.8523
O 3.67967 -0.34716 -0.47979 0.006 -0.058 -0.200 -0.3504
H 5.39918 -1.39076 3.70130 -0.047 -0.062 0.008 0.3194
H 6.44811 -0.49341 2.60218 0.053 0.034 -0.015 0.4771
H 5.63927 -1.95581 2.02382 0.087 -0.144 0.053 0.3447
H 4.17558 1.67892 2.50216 -0.060 -0.098 0.048 0.4657
H 2.45445 -0.00576 4.18099 0.283 0.168 0.129 0.3755
H 3.45536 -3.19127 2.56830 0.184 -0.095 -0.258 0.4715
H 6.37996 0.88128 -0.48347 0.071 0.265 -0.277 0.4174
N 1.55939 -4.56244 -1.11620 0.064 -0.349 -0.260 -0.0418
C 2.60519 -4.01721 -0.43309 0.345 0.998 0.113 0.2315
N 3.39509 -4.67894 0.40414 -0.768 -0.683 -0.495 -0.8886
N 4.17749 -3.75587 0.91877 0.504 0.440 0.065 -0.7633
N 3.90807 -2.59569 0.42760 0.013 -0.048 -0.331 0.4606
N 2.90673 -2.70010 -0.47344 0.468 -0.734 0.299 -0.0659
C 0.48449 -3.77531 -1.39767 0.003 0.920 0.014 -0.1859
N -0.64808 -4.20327 -1.93869 1.034 -0.847 0.336 -1.0183
N -1.39335 -3.12629 -2.05808 -0.549 0.812 -0.077 -0.9061
N -0.78442 -2.09222 -1.62067 0.033 -0.075 -0.563 0.5397
N 0.45307 -2.43882 -1.16233 -0.846 0.052 -0.396 0.8721
H 1.41744 -5.55879 -1.06418 0.008 0.066 0.016 0.3282
O -0.22931 -0.39445 0.26967 0.426 0.757 0.076 -1.0301
S -1.56258 -1.07288 0.46932 -0.874 0.163 0.712 0.4509
C -1.82972 -0.99489 2.30430 0.079 0.141 -0.610 -1.4890
C -2.08462 0.35586 2.85418 -0.037 0.198 0.185 -0.1462
C -1.02097 1.20805 3.12364 -0.029 -0.089 -0.053 0.8774
C -1.24959 2.46319 3.65418 -0.055 0.033 0.045 -0.8337
C -2.54482 2.87675 3.91478 -0.035 0.101 0.024 -0.5251
C -3.61340 2.04325 3.62628 -0.060 0.068 0.020 -0.8202
C -3.38510 0.78726 3.09490 0.088 -0.082 0.029 -0.2426
C -2.66891 0.25334 -0.15890 0.294 -0.412 0.062 0.4831
C -4.05297 -0.20570 -0.45633 -0.150 -0.058 0.001 0.0914
C -5.15313 0.49751 0.01685 0.040 -0.061 -0.001 -0.2947
C -6.43150 0.08313 -0.31622 -0.028 0.091 0.020 -0.8936
C -6.61464 -1.02461 -1.12478 -0.087 -0.046 -0.031 -0.4510
C -5.51891 -1.72653 -1.60059 0.045 -0.031 -0.010 -0.8264
C -4.23900 -1.31935 -1.26956 -0.070 0.092 0.008 -0.2649
H -0.90351 -1.42408 2.68823 -0.003 -0.106 -0.046 0.5289
H -2.65781 -1.67511 2.49405 -0.032 -0.117 -0.057 0.6758
H -0.02141 0.86131 2.92097 0.187 -0.021 0.002 0.2360
H -0.42249 3.11856 3.87456 0.117 0.087 -0.002 0.3804
H -2.71917 3.84822 4.34935 -0.043 0.139 0.025 0.4284
H -4.62423 2.36789 3.82669 -0.073 0.029 0.015 0.4253
H -4.21393 0.12965 2.87388 -0.101 -0.075 -0.003 0.5451
H -2.13395 0.50496 -1.07932 -0.108 -0.083 0.210 -0.4481
H -2.63710 1.09964 0.52585 0.137 0.031 -0.022 0.5276
H -5.00766 1.37822 0.62570 0.036 0.073 0.079 0.5316
H -7.28293 0.63693 0.04786 -0.111 0.053 0.028 0.4043
H -7.61213 -1.33399 -1.39602 -0.115 -0.054 -0.002 0.4097
H -5.65636 -2.58871 -2.23419 -0.026 -0.096 -0.077 0.4715
H -3.37565 -1.84504 -1.64999 0.050 -0.193 -0.082 0.4725
```
Forces are in eV/Å.

Values from the calculation:
Net charge ... 0
ΔE to the lowest compared entry with this formula, charge and spin ... 4.4244 eV
Lowest unoccupied orbital energy ... -2.07 eV
DFT total energy ... -109943.817 eV



3.
C32H34KN6O4PS3 as an isolated structure, computed with ωB97M-V with the def2-TZVPD basis set.

```
81
Properties=species:S:1:pos:R:3:forces:R:3:mulliken_charge:R:1
K -0.12180 -0.04398 -1.29553 -0.180 0.134 -0.359 0.9714
C 3.36885 3.69854 -0.31213 -0.021 0.072 0.096 -1.7763
C 2.99893 2.25544 -0.44562 -0.021 0.211 -0.288 0.3078
N 2.21499 1.74153 -1.29763 0.185 -0.472 0.683 0.3144
N 1.49114 2.53761 -2.16635 0.026 0.152 -0.180 -0.4797
C 0.34890 3.13329 -1.73377 -0.385 0.098 -0.273 0.3481
N -0.57152 3.36587 -2.71510 0.367 -0.100 0.035 -0.4617
S 0.03059 3.53474 -0.14213 0.095 0.024 0.221 -0.3842
C 3.64749 1.26678 0.46756 0.030 -0.139 0.057 0.7903
C 4.01000 1.60888 1.77133 -0.067 0.014 -0.053 -0.6316
C 4.54426 0.62973 2.59124 0.027 -0.039 0.022 -0.4856
C 4.72118 -0.64856 2.08639 -0.003 -0.024 0.035 -0.6266
C 4.35208 -0.88658 0.76842 -0.033 0.063 0.048 -0.2048
N 3.82903 0.04111 -0.01816 0.089 -0.041 -0.023 -0.2397
H 2.95503 4.28400 -1.12920 -0.038 -0.069 -0.032 0.3834
H 4.45855 3.79481 -0.29943 -0.016 -0.003 0.018 0.4469
H 2.96629 4.10153 0.61818 -0.010 0.042 -0.026 0.3213
H 1.45531 2.01050 -3.05458 0.085 -0.105 -0.255 0.4485
H -0.43863 2.81318 -3.55619 -0.019 0.021 0.024 0.3750
H -1.52575 3.27318 -2.36626 -0.112 0.006 0.047 -0.0914
H 3.85041 2.61112 2.14543 -0.022 0.013 -0.040 0.2831
H 4.81401 0.86276 3.61506 0.002 -0.006 -0.005 0.4278
H 5.13059 -1.44699 2.69253 0.001 0.015 0.007 0.4116
H 4.46948 -1.87127 0.32506 0.028 -0.005 -0.002 0.4898
N 1.26928 -3.03420 1.54766 0.085 -0.066 0.101 -0.0966
P 0.74898 -1.43417 1.94904 0.145 0.177 0.064 1.1395
C 0.55726 -1.72786 3.76101 -0.078 -0.111 -0.076 -0.3911
C -0.16313 -2.80898 4.27240 -0.038 0.042 -0.013 -0.2385
C -0.28181 -2.99567 5.63967 0.000 -0.007 0.012 -0.6728
C 0.30807 -2.09323 6.51826 0.003 0.007 0.004 -0.3905
C 1.01597 -1.01003 6.02192 -0.001 -0.013 0.022 -0.5276
C 1.14225 -0.83291 4.64876 0.069 0.011 -0.004 -0.1979
C -1.01313 -1.44138 1.45249 0.128 0.014 0.026 -0.4488
C -1.55479 -2.39437 0.60060 -0.068 -0.001 -0.121 0.0596
C -2.83817 -2.21548 0.08794 0.063 -0.095 -0.033 -0.4693
C -3.57658 -1.09503 0.42158 -0.030 0.008 -0.005 -0.2877
C -3.03915 -0.14212 1.27729 -0.042 0.068 0.014 -0.6012
C -1.76593 -0.31127 1.78605 0.068 0.007 -0.030 -0.4171
C 1.95291 -3.24724 0.34806 0.081 -0.025 -0.055 -0.0587
C 2.74592 -4.37949 0.15682 0.026 0.036 -0.084 -0.8488
C 3.38896 -4.51774 -1.06761 -0.039 -0.042 0.171 -0.5925
C 3.24276 -3.53794 -2.03144 -0.026 0.075 -0.096 -0.7454
C 2.43610 -2.44635 -1.73990 0.010 -0.165 0.241 -0.7446
N 1.78924 -2.30994 -0.57693 -0.152 -0.047 -0.006 1.2120
H 1.58570 -3.60694 2.31441 -0.119 -0.038 0.010 0.2874
H -0.65076 -3.49197 3.58536 -0.003 -0.001 -0.001 0.3752
H -0.84675 -3.83664 6.02352 0.000 0.000 0.004 0.3777
H 0.20803 -2.23319 7.58783 -0.001 0.000 0.002 0.3513
H 1.47181 -0.30058 6.70176 -0.001 0.000 0.004 0.3917
H 1.70268 0.00810 4.25611 -0.002 0.004 -0.018 0.3630
H -0.96080 -3.24022 0.27559 0.019 -0.014 0.073 0.3012
H -3.22671 -2.93059 -0.62609 -0.014 -0.009 0.013 0.3825
H -4.54185 -0.92086 -0.03376 0.006 0.006 -0.017 0.3288
H -3.58724 0.76756 1.48105 0.005 0.007 -0.008 0.2665
H -1.32311 0.47212 2.39411 -0.004 -0.013 0.007 0.3335
H 2.83734 -5.12426 0.93810 0.012 -0.016 0.008 0.4270
H 4.00310 -5.39077 -1.25826 -0.004 -0.017 0.019 0.3671
H 3.69847 -3.58266 -3.01214 0.008 0.020 0.067 0.5715
H 2.32180 -1.68359 -2.48504 -0.047 0.257 -0.117 0.1659
O -0.73979 -4.23913 -2.60613 0.271 -0.148 -0.015 -0.2828
C -1.08693 -3.21404 -2.95356 -0.550 -0.151 0.270 0.1308
C -4.95105 4.40926 -1.40011 -0.022 -0.024 -0.025 -1.5963
C -5.11467 3.00572 -2.00319 -0.033 0.007 0.019 2.4290
C -6.26149 2.28622 -1.27605 0.009 -0.010 -0.004 -1.6373
C -5.48057 3.14045 -3.48862 0.002 0.009 0.009 -1.6086
C -3.86527 2.23817 -1.85056 -0.133 0.092 0.008 -0.5367
C -2.83857 1.57477 -1.70371 0.250 -0.220 0.112 -1.3656
H -5.87444 4.99173 -1.50700 0.008 0.000 -0.004 0.3867
H -4.13941 4.93831 -1.90081 0.007 0.025 0.006 0.3739
H -4.69798 4.33734 -0.34156 0.012 0.000 0.004 0.3495
H -7.20283 2.83891 -1.37973 0.000 0.008 -0.004 0.3982
H -6.02843 2.18728 -0.21412 0.000 -0.005 0.000 0.2905
H -6.39473 1.28442 -1.68792 -0.004 -0.002 0.004 0.3495
H -6.42023 3.69231 -3.61221 0.004 0.006 -0.002 0.3632
H -5.58644 2.15395 -3.94119 0.000 -0.005 -0.001 0.3821
H -4.68949 3.66805 -4.02305 0.001 0.000 -0.011 0.3667
O 3.10342 -1.41557 -4.46496 -0.062 0.149 -0.070 -0.6376
S 1.99238 -0.52382 -4.84671 -0.144 -0.275 -0.055 0.8493
O 2.08481 0.76533 -4.11694 0.055 0.353 0.031 -0.7640
O 1.90097 -0.32998 -6.29184 0.005 0.032 0.103 -0.7045
S 0.23461 -1.38703 -4.15535 0.257 0.240 -0.315 -0.4460
```
Forces are in eV/Å.

Values from the calculation:
Net charge ... -2
ΔE to the lowest compared entry with this formula, charge and spin ... 0.8431 eV
Lowest unoccupied orbital energy ... 3.56 eV
DFT total energy ... -108986.609 eV